No. 1
The following is a quantum chemistry calculation of C4H4N2O as an isolated structure in a non-equilibrium geometry, from the OMol25 dataset.

Calculated values
Lowest unoccupied orbital energy (spin up / spin down) = -1.46 / -1.19 eV
E_HOMO (spin up / spin down) = -9.76 / -9.07 eV
Relative energy (zero: lowest compared OMol25 entry of this formula, charge and spin) = 536.69 kJ/mol
Gap between HOMO and LUMO (spin up / spin down) = 8.3018 / 7.8749 eV
Total charge = 0

Cartesian coordinates (Å):
N  -2.850  -1.080  -0.660
C  -1.755  -0.790  -0.907
C  -0.382  -0.428  -1.220
O  0.025  0.751  -1.035
C  0.745  1.071  0.610
C  0.761  -0.308  1.100
N  1.253  -0.242  2.201
H  0.184  -1.130  -1.839
H  0.308  -1.109  0.372
H  1.692  1.519  0.327
H  0.019  1.747  1.051

***

No. 2
The following is a quantum chemistry calculation of CHFHoO2 as an isolated structure in a non-equilibrium geometry, from the OMol25 dataset.

Calculated values
Lowest unoccupied orbital energy (spin up / spin down) = -16.72 / -18.35 eV
⟨S²⟩ = 6.005
E_HOMO (spin up / spin down) = -25.59 / -25.62 eV
Spin multiplicity = 5
Gap between HOMO and LUMO (spin up / spin down) = 8.8716 / 7.2750 eV
Total charge = +3

Cartesian coordinates (Å):
F  1.060  -0.878  -0.762
O  -0.156  -0.937  -1.678
Ho  -1.611  -2.163  -0.600
O  -0.702  0.865  0.677
C  0.327  1.264  0.908
H  1.082  1.849  1.454

***

No. 3
The following is a quantum chemistry calculation of a 8-piece molecular cluster, C19H49ClN14O12S overall in a non-equilibrium geometry, from the OMol25 dataset.

Calculated values
Lowest unoccupied orbital energy = 0.57 eV
E_HOMO = -8.41 eV
SMILES = CCSC[C@H]1OC(=O)O[C@@]1(C[C@H](C)Cl)OC[C@H](C)O.NC(N)=O.NC(N)=O.NC(N)=O.NC(N)=O.NC(N)=O.NC(N)=O.NC(N)=O
Gap between HOMO and LUMO = 8.9857 eV
Total charge = 0

Cartesian coordinates (Å):
C  10.149  1.022  -0.368
C  8.659  0.794  0.355
S  7.904  2.471  0.707
C  6.041  2.329  1.055
C  5.203  1.603  -0.152
O  5.403  0.163  -0.399
C  4.391  -0.093  -1.474
O  4.418  -1.058  -2.397
O  3.324  0.958  -1.416
C  3.532  1.604  -0.078
C  2.964  3.137  0.053
C  3.073  3.870  -1.444
C  3.304  5.493  -1.211
Cl  1.440  3.508  -2.291
O  3.158  0.583  0.912
C  1.714  0.306  0.918
C  1.251  -1.012  0.060
C  -0.352  -1.384  0.351
O  2.127  -2.187  0.199
H  10.366  2.146  -0.614
H  10.146  0.439  -1.395
H  11.035  0.574  0.276
H  8.808  0.122  1.308
H  8.019  0.216  -0.449
H  5.666  3.457  1.152
H  5.829  1.854  2.129
H  5.384  2.108  -1.194
H  3.547  3.824  0.799
H  1.822  3.215  0.347
H  3.900  3.403  -2.127
H  2.911  5.856  -0.144
H  4.470  5.682  -1.327
H  2.698  6.031  -2.073
H  1.427  0.079  2.055
H  1.032  1.198  0.591
H  1.288  -0.707  -1.093
H  -0.490  -2.371  0.963
H  -0.937  -0.465  0.833
H  -0.894  -1.571  -0.696
H  2.206  -2.544  -0.755
C  -4.009  -0.498  1.076
O  -2.997  -0.210  1.696
N  -4.400  -1.768  0.873
N  -4.822  0.431  0.541
H  -5.230  -2.025  0.365
H  -3.816  -2.498  1.259
H  -4.564  1.400  0.671
H  -5.660  0.213  0.027
C  12.664  4.467  -0.413
O  11.777  3.781  -0.894
N  12.483  5.227  0.683
N  13.903  4.526  -0.935
H  13.202  5.799  1.093
H  11.565  5.212  1.107
H  14.081  3.969  -1.760
H  14.647  5.085  -0.553
C  -8.150  2.012  -0.596
O  -7.183  1.295  -0.801
N  -9.142  2.168  -1.491
N  -8.310  2.709  0.543
H  -9.946  2.754  -1.340
H  -9.061  1.660  -2.362
H  -7.585  2.620  1.243
H  -9.099  3.305  0.730
C  -7.572  4.378  3.760
O  -7.869  4.052  2.621
N  -6.334  4.775  4.103
N  -8.457  4.369  4.773
H  -6.070  5.048  5.034
H  -5.637  4.796  3.369
H  -9.401  4.077  4.558
H  -8.231  4.635  5.717
C  -3.121  -4.055  -1.813
O  -3.534  -3.592  -0.761
N  -2.176  -5.011  -1.866
N  -3.574  -3.650  -3.013
H  -1.824  -5.404  -2.722
H  -1.808  -5.344  -0.984
H  -4.286  -2.931  -3.018
H  -3.247  -4.019  -3.890
C  -3.154  -8.328  -3.725
O  -2.226  -7.614  -4.071
N  -4.223  -7.859  -3.057
N  -3.189  -9.648  -3.980
H  -4.996  -8.431  -2.763
H  -4.235  -6.870  -2.845
H  -2.404  -10.042  -4.481
H  -3.944  -10.253  -3.703
C  -7.108  -4.562  2.239
O  -7.726  -3.715  1.614
N  -5.778  -4.498  2.432
N  -7.701  -5.636  2.791
H  -5.252  -5.186  2.943
H  -5.293  -3.705  2.032
H  -8.702  -5.723  2.669
H  -7.209  -6.344  3.309

***

No. 4
The following is a quantum chemistry calculation of a 2-piece molecular cluster, H2NO4PS overall in a non-equilibrium geometry, from the OMol25 dataset.

Calculated values
Lowest unoccupied orbital energy (spin up / spin down) = -2.79 / -2.79 eV
E_HOMO (spin up / spin down) = -10.50 / -10.46 eV
Relative energy (zero: lowest compared OMol25 entry of this formula, charge and spin) = 0.00 kJ/mol
SMILES = NOP(=O)=O.O=S
Gap between HOMO and LUMO (spin up / spin down) = 7.7114 / 7.6682 eV
Total charge = 0

Cartesian coordinates (Å):
N  0.135  -0.282  0.474
O  0.271  2.369  -0.017
O  -2.081  2.693  1.135
O  -1.897  1.471  -1.617
O  -0.936  0.458  1.083
P  -1.011  1.949  0.542
S  -2.238  2.818  -2.115
H  -0.242  -0.789  -0.298
H  0.693  0.490  0.041

***

No. 5
The following is a quantum chemistry calculation of C3H5O3Pr as an isolated structure in a non-equilibrium geometry, from the OMol25 dataset.

Calculated values
Lowest unoccupied orbital energy (spin up / spin down) = -4.91 / -4.92 eV
⟨S²⟩ = 3.755
E_HOMO (spin up / spin down) = -11.18 / -13.75 eV
Spin multiplicity = 4
Relative energy (zero: lowest compared OMol25 entry of this formula, charge and spin) = 377.38 kJ/mol
Gap between HOMO and LUMO (spin up / spin down) = 6.2719 / 8.8365 eV
Total charge = +1

Cartesian coordinates (Å):
H  1.645  -1.863  -0.219
C  0.938  -1.040  -0.130
C  -0.034  -0.987  -1.076
O  -1.338  -0.682  -0.920
C  -1.593  0.463  -0.196
O  -2.888  0.780  -0.460
Pr  -0.003  1.083  1.533
O  2.073  1.827  1.206
H  1.520  -0.413  0.545
H  2.914  1.389  1.332
H  0.085  -1.593  -1.977
H  -3.318  1.036  0.361

***

No. 6
The following is a quantum chemistry calculation of a single C12H18 molecule in a non-equilibrium geometry, from the OMol25 dataset.

Calculated values
Lowest unoccupied orbital energy = 0.84 eV
E_HOMO = -8.93 eV
Relative energy (zero: lowest compared OMol25 entry of this formula, charge and spin) = 278.88 kJ/mol
SMILES = C=CC1(C(C)(C)C)C=CCC=C1
Gap between HOMO and LUMO = 9.7620 eV
Total charge = 0

Cartesian coordinates (Å):
C  -1.303  -1.592  1.514
C  0.259  -0.088  2.651
C  -0.833  -1.198  0.330
C  0.637  0.388  1.431
C  1.826  -2.242  0.038
C  1.542  -0.996  -0.266
C  -0.578  -1.350  2.748
C  0.331  -0.282  0.130
C  -1.225  1.598  -0.320
C  -0.549  0.068  -2.328
C  0.998  1.851  -1.289
C  -0.101  0.777  -0.968
H  -2.223  -2.195  1.404
H  0.699  0.436  3.501
H  -1.330  -1.426  -0.657
H  1.188  1.320  1.446
H  2.864  -2.667  -0.111
H  1.095  -3.015  0.064
H  2.267  -0.326  -0.722
H  -1.110  -1.256  3.629
H  0.010  -2.291  2.764
H  -1.986  1.912  -1.039
H  -1.069  2.539  0.164
H  -1.754  1.196  0.498
H  -0.800  0.811  -3.123
H  0.164  -0.687  -2.756
H  -1.506  -0.365  -2.164
H  1.980  1.485  -1.786
H  1.268  2.210  -0.352
H  0.511  2.490  -2.061

***

No. 7
The following is a quantum chemistry calculation of a 3-piece molecular cluster, C37H35NO12S2 overall in a non-equilibrium geometry, from the OMol25 dataset.

Calculated values
Lowest unoccupied orbital energy = -1.68 eV
E_HOMO = -8.13 eV
Relative energy (zero: lowest compared OMol25 entry of this formula, charge and spin) = 1278.86 kJ/mol
SMILES = COCCCCC1=C(CCCSC(=S)N(c2ccccc2)c2ccccc2)C(=O)OC1=O.O=C1C=C(O)C(=O)C=C1O.O=C1C=C(O)C(=O)C=C1O
Gap between HOMO and LUMO = 6.4490 eV
Total charge = 0

Cartesian coordinates (Å):
C  -6.834  2.507  -5.528
O  -5.758  1.507  -5.404
C  -6.359  0.152  -5.583
C  -6.868  -0.329  -4.100
C  -5.740  -1.099  -3.193
C  -4.227  -0.473  -3.286
C  -3.120  -1.463  -2.524
C  -1.653  -1.225  -2.302
C  -0.960  0.140  -2.890
C  0.673  0.204  -2.754
C  1.063  1.395  -1.697
S  1.835  0.590  -0.167
C  1.003  1.524  1.273
S  -0.655  1.233  1.537
N  1.848  2.444  2.126
C  1.327  2.586  3.539
C  2.012  1.564  4.671
C  1.479  1.660  6.226
C  0.299  2.756  6.659
C  -0.416  3.748  5.565
C  0.122  3.641  3.987
C  2.128  3.774  1.462
C  3.729  4.203  1.310
C  4.165  5.663  0.639
C  3.013  6.729  0.102
C  1.431  6.290  0.204
C  1.021  4.832  0.877
C  -1.055  -2.504  -1.467
O  0.173  -2.815  -1.045
O  -2.119  -3.468  -1.116
C  -3.316  -2.932  -1.822
O  -4.373  -3.754  -1.808
H  -7.116  2.618  -6.676
H  -6.364  3.547  -5.191
H  -7.792  2.281  -4.892
H  -5.475  -0.560  -5.897
H  -7.194  0.127  -6.413
H  -7.392  0.583  -3.554
H  -7.742  -1.121  -4.283
H  -6.081  -0.971  -2.056
H  -5.803  -2.257  -3.408
H  -3.871  -0.187  -4.364
H  -4.232  0.525  -2.650
H  -1.195  0.153  -4.060
H  -1.500  1.117  -2.468
H  1.119  -0.838  -2.463
H  1.179  0.494  -3.796
H  1.854  2.161  -2.101
H  0.134  2.026  -1.341
H  2.853  0.803  4.310
H  1.982  0.912  7.005
H  -0.016  2.795  7.798
H  -1.260  4.528  5.873
H  -0.410  4.351  3.224
H  4.574  3.484  1.682
H  5.317  5.926  0.551
H  3.346  7.762  -0.367
H  0.634  7.065  -0.185
H  -0.122  4.589  0.951
C  5.620  1.755  5.630
C  5.380  1.454  6.908
C  6.218  0.464  7.640
O  5.985  0.222  8.819
C  7.306  -0.197  6.903
C  7.543  0.101  5.624
C  6.723  1.111  4.900
O  6.978  1.377  3.731
O  8.562  -0.519  4.925
O  4.343  2.053  7.599
H  5.021  2.474  5.086
H  7.895  -0.928  7.442
H  8.532  -0.132  4.022
H  4.378  1.671  8.503
C  -0.367  -8.132  -4.297
C  -0.748  -6.911  -4.678
C  -1.382  -5.965  -3.719
O  -1.705  -4.843  -4.093
C  -1.602  -6.426  -2.339
C  -1.224  -7.648  -1.959
C  -0.565  -8.584  -2.911
O  -0.212  -9.694  -2.528
O  -1.430  -8.089  -0.665
O  -0.568  -6.481  -5.979
H  0.097  -8.830  -4.983
H  -2.080  -5.734  -1.657
H  -1.069  -9.002  -0.640
H  -0.923  -5.566  -6.003

***

No. 8
The following is a quantum chemistry calculation of a 3-piece molecular cluster, C4H6O4 overall in a non-equilibrium geometry, from the OMol25 dataset.

Calculated values
Lowest unoccupied orbital energy = -5.36 eV
E_HOMO = -9.42 eV
Relative energy (zero: lowest compared OMol25 entry of this formula, charge and spin) = 1139.98 kJ/mol
Gap between HOMO and LUMO = 4.0601 eV
Total charge = 0

Cartesian coordinates (Å):
O  -1.679  -0.771  -2.643
C  -1.262  -1.412  -1.691
O  -0.417  -2.275  -1.507
C  1.444  0.025  1.105
C  0.027  0.800  -0.517
C  1.267  0.050  -0.321
O  2.060  -0.393  -1.136
O  -0.757  1.197  2.202
H  -1.779  -1.112  -0.678
H  0.651  0.154  1.810
H  2.380  -0.322  1.546
H  -0.670  0.947  0.308
H  -0.210  1.364  -1.416
H  -1.054  1.748  2.938

***

Please write out number 4 again, unchanged.
The following is a quantum chemistry calculation of a 2-piece molecular cluster, H2NO4PS overall in a non-equilibrium geometry, from the OMol25 dataset.

Calculated values
Lowest unoccupied orbital energy (spin up / spin down) = -2.79 / -2.79 eV
E_HOMO (spin up / spin down) = -10.50 / -10.46 eV
Relative energy (zero: lowest compared OMol25 entry of this formula, charge and spin) = 0.00 kJ/mol
SMILES = NOP(=O)=O.O=S
Gap between HOMO and LUMO (spin up / spin down) = 7.7114 / 7.6682 eV
Total charge = 0

Cartesian coordinates (Å):
N  0.135  -0.282  0.474
O  0.271  2.369  -0.017
O  -2.081  2.693  1.135
O  -1.897  1.471  -1.617
O  -0.936  0.458  1.083
P  -1.011  1.949  0.542
S  -2.238  2.818  -2.115
H  -0.242  -0.789  -0.298
H  0.693  0.490  0.041

***

- Which formula does entry 2 have?
  CHFHoO2

***

- Among the records above, which one has the highest total charge?
  CHFHoO2

***

- The highest total charge belongs to which entry?
  CHFHoO2